The following is a DFT calculation (the ωB97M-V functional and the def2-TZVPD basis) of 9 unconnected molecules or ions with the total composition H18O9.

Relative energy (zero: lowest compared OMol25 entry of this formula, charge and spin) in eV: 3.0606
2S+1: 1
Gap between HOMO and LUMO in eV: 10.8357
LUMO energy in eV: -0.07

Cartesian coordinates (Å):
H (0.33591, 0.47280, 0.11528)
H (-1.10360, 0.68232, -0.32514)
H (3.56611, -2.63406, 0.31174)
H (4.83115, -3.27562, -0.23425)
H (4.60106, -0.70631, -1.22830)
H (3.51194, -1.40489, -2.02569)
H (-0.73816, -3.72720, -0.66041)
H (-0.45452, -5.21046, -0.83228)
H (-2.39520, -2.86744, 1.97674)
H (-3.66496, -3.57287, 2.42412)
H (-5.50726, 1.16340, -2.03770)
H (-5.58901, 0.90287, -0.54255)
H (0.87821, 4.43827, -0.00054)
H (2.24094, 5.11114, 0.01584)
H (1.14458, 2.30034, 2.86468)
H (2.01651, 3.25009, 3.66952)
H (-3.01064, 2.43277, -1.57646)
H (-1.55856, 2.42430, -1.12766)
O (-0.31439, 0.16722, -0.52716)
O (4.50809, -2.47169, 0.18801)
O (4.18554, -0.71930, -2.09788)
O (-0.82580, -4.44941, -1.29265)
O (-2.82062, -3.24582, 2.75446)
O (-5.00103, 0.80499, -1.29997)
O (1.55857, 4.79116, -0.58498)
O (2.04380, 2.64259, 2.92173)
O (-2.43866, 2.70080, -0.84846)

Cartesian forces, eV/Å:
H 0.06 -0.04 -0.12
H -0.18 -0.16 0.06
H 0.06 0.04 0.10
H 0.08 0.09 0.00
H -0.05 -0.18 -0.04
H 0.15 0.14 -0.01
H -0.02 0.02 -0.14
H -0.07 0.02 -0.08
H -0.04 0.00 0.09
H 0.06 0.01 0.07
H 0.01 -0.10 0.02
H 0.12 0.00 0.00
H 0.06 0.04 -0.07
H -0.02 -0.07 -0.08
H 0.09 0.00 0.03
H 0.06 -0.05 -0.05
H -0.12 -0.12 0.17
H 0.01 0.24 -0.19
O 0.01 0.12 0.16
O -0.15 -0.19 0.07
O -0.10 0.12 -0.13
O 0.10 -0.02 0.22
O -0.03 0.00 -0.18
O -0.13 0.13 -0.10
O -0.05 0.02 0.17
O -0.19 0.07 0.02
O 0.26 -0.14 0.02

Atomic partial charges in e from the natural (NBO) method, atoms 1 to 8: 0.469 0.472 0.469 0.476 0.482 0.461 0.467 0.466


The following is a DFT calculation (the ωB97M-V functional and the def2-TZVPD basis) of a single C24H22N4O5S molecule in a non-equilibrium geometry.

Relative energy (zero: lowest compared OMol25 entry of this formula, charge and spin) in eV: 3.7937
2S+1: 1
Gap between HOMO and LUMO in eV: 8.4082
LUMO energy in eV: 0.64

Cartesian coordinates (Å):
C (-2.09976, -0.71036, -4.72224)
H (-1.63920, -1.62671, -4.34168)
O (-1.24439, 0.39819, -4.56553)
C (-0.83286, 0.72474, -3.31451)
C (-1.23046, 0.07591, -2.15420)
C (-0.73610, 0.48825, -0.91765)
C (0.18240, 1.52988, -0.84113)
C (0.55555, 2.18985, -2.00076)
C (0.05122, 1.80424, -3.22517)
H (0.33545, 2.31019, -4.13470)
H (1.25468, 3.01103, -1.94233)
H (0.64296, 1.79708, 0.09588)
C (-1.15754, -0.25514, 0.25604)
N (-1.40511, -1.54581, 0.24360)
N (-1.66440, -1.94269, 1.49008)
C (-1.58773, -0.89382, 2.26053)
N (-1.28074, 0.22107, 1.53069)
C (-1.23408, 1.56885, 2.04107)
C (-2.45606, 1.86752, 2.85105)
C (-3.77497, 1.60385, 2.61955)
C (-4.47737, 2.11758, 3.73639)
C (-3.53393, 2.65616, 4.55345)
O (-2.30862, 2.50884, 4.02538)
H (-3.60303, 3.15349, 5.49997)
H (-5.53451, 2.08578, 3.89969)
H (-4.19138, 1.10195, 1.76964)
H (-1.16947, 2.24870, 1.18638)
H (-0.34514, 1.69021, 2.67195)
S (-1.64157, -0.89563, 4.01159)
C (0.06941, -1.53542, 4.29412)
H (0.02400, -2.62051, 4.36885)
H (0.38339, -1.09401, 5.23802)
C (0.95009, -1.04697, 3.15620)
O (1.37365, 0.08938, 3.11964)
N (1.14816, -1.98613, 2.19783)
C (1.66489, -1.79963, 0.90437)
C (2.40555, -0.68454, 0.54540)
C (2.85589, -0.54125, -0.76123)
C (2.58885, -1.53376, -1.70696)
C (1.83522, -2.64069, -1.33794)
C (1.37392, -2.77531, -0.04767)
H (0.77231, -3.62888, 0.22208)
H (1.62481, -3.38843, -2.08479)
O (3.06183, -1.46276, -2.99420)
C (4.10247, -0.52421, -3.14501)
C (3.72296, 0.78827, -2.46278)
H (4.50679, 1.53859, -2.57767)
O (3.56044, 0.59089, -1.07504)
H (2.78458, 1.15652, -2.89844)
H (4.24421, -0.38655, -4.21776)
H (5.02702, -0.91383, -2.69627)
H (2.63448, 0.08789, 1.25905)
H (0.64704, -2.85984, 2.29975)
H (-1.91207, -0.75787, -2.16734)
H (-3.05925, -0.54995, -4.22087)
H (-2.26447, -0.80419, -5.79438)

Cartesian forces, eV/Å:
C -0.14 -0.17 -0.03
H -0.02 0.03 0.00
O 0.18 0.25 0.05
C 0.14 0.12 0.17
C -0.09 -0.02 -0.18
C 0.21 0.41 -0.36
C -0.14 -0.12 0.04
C -0.08 0.04 -0.08
C -0.09 -0.12 -0.08
H 0.03 0.06 -0.11
H 0.08 0.05 -0.02
H 0.03 0.02 0.13
C -0.09 -0.12 0.39
N 0.10 0.21 -1.06
N -0.39 -0.33 0.78
C -0.23 0.18 0.56
N 0.00 -0.77 -0.41
C 0.12 0.66 0.41
C -0.58 -0.27 -0.65
C 0.68 0.08 -0.03
C 0.26 0.24 0.43
C -0.90 -0.09 0.04
O 0.58 0.09 -0.07
H 0.10 0.08 0.13
H -0.22 0.03 0.12
H -0.01 -0.13 -0.21
H 0.03 -0.14 0.17
H -0.09 0.01 -0.17
S 0.13 -0.10 -0.06
C -0.36 0.12 -0.07
H 0.10 0.03 0.01
H 0.12 -0.05 -0.08
C 0.01 -0.44 0.37
O 0.13 0.31 -0.01
N 0.07 -0.38 0.08
C 0.24 0.18 -0.32
C 0.09 0.06 -0.04
C -0.12 -0.26 -0.18
C 0.10 0.12 0.11
C 0.14 0.18 0.03
C 0.14 0.05 0.02
H -0.12 -0.09 0.03
H -0.03 -0.11 -0.11
O -0.31 -0.17 0.07
C 0.23 0.46 0.16
C 0.05 -0.21 -0.56
H -0.06 -0.06 -0.05
O -0.06 -0.13 0.37
H 0.15 -0.03 0.05
H 0.04 0.03 0.09
H -0.08 0.02 -0.08
H 0.01 0.05 0.05
H 0.01 0.27 0.12
H -0.09 -0.09 -0.06
H 0.04 -0.01 0.00
H -0.02 -0.04 0.09

Atomic partial charges in e from the natural (NBO) method, atoms 1 to 8: -0.254 0.182 -0.491 0.303 -0.230 -0.084 -0.233 -0.191


The following is a DFT calculation (the ωB97M-V functional and the def2-TZVPD basis) of a molecular structure, C31H46As3IrN4O.

Relative energy (zero: lowest compared OMol25 entry of this formula, charge and spin) in eV: 1.3931
Net charge: +3
2S+1: 2
Gap between HOMO and LUMO (alpha / beta) in eV: 6.8528 / 6.6443
LUMO energy (alpha / beta) in eV: -9.06 / -9.48

Cartesian coordinates (Å):
Ir (0.59524, 0.15673, 0.15687)
C (-0.02118, 5.33372, -1.79339)
C (1.18022, 5.34296, -1.10581)
C (1.32008, 4.51797, 0.00282)
C (0.25281, 3.70493, 0.35760)
N (-0.89624, 3.66283, -0.31740)
C (-1.02430, 4.47266, -1.36663)
C (0.24221, 2.94993, 1.63927)
C (0.53854, 3.64006, 2.81408)
C (0.45054, 3.00348, 4.03300)
C (0.00327, 1.69012, 4.05813)
C (-0.28787, 1.06685, 2.86103)
N (-0.12548, 1.65433, 1.65248)
C (-0.84754, -0.31213, 2.91103)
C (-0.14842, -1.33506, 3.52130)
C (-0.71222, -2.59989, 3.63663)
C (-1.96933, -2.83068, 3.10479)
C (-2.63186, -1.78885, 2.49675)
N (-2.09536, -0.55536, 2.43454)
H (-0.18757, 5.98424, -2.64070)
H (1.98751, 5.99517, -1.41116)
H (2.23206, 4.52251, 0.58629)
H (-1.97672, 4.44106, -1.88444)
H (0.81431, 4.68378, 2.75081)
H (0.68162, 3.52641, 4.95182)
H (-0.15264, 1.16776, 4.99289)
H (0.83843, -1.12821, 3.91224)
H (-0.17417, -3.39160, 4.14225)
H (-2.44892, -3.79634, 3.17565)
H (-3.62209, -1.88730, 2.07574)
C (3.54428, -1.60375, -0.94765)
As (1.61381, -1.72675, -0.88161)
C (1.39737, -3.33861, 0.17089)
C (1.26643, -2.10936, -2.74559)
C (-0.16502, -2.21172, -3.27489)
C (-0.04558, -2.68546, -4.73320)
C (-0.85378, -0.83284, -3.30545)
As (-0.58851, 0.52732, -1.91249)
C (-2.38199, 1.22598, -1.78142)
C (0.48331, 1.83469, -2.85617)
C (-1.01660, -3.24889, -2.52074)
As (-1.91525, -2.63669, -0.86717)
C (-2.24841, -4.40374, -0.09177)
C (-3.72403, -2.36848, -1.56120)
H (3.93685, -2.52062, -1.38662)
H (3.94285, -1.49342, 0.05845)
H (3.84820, -0.75649, -1.56035)
H (1.50783, -4.20893, -0.47618)
H (0.43042, -3.36381, 0.66365)
H (2.19579, -3.35269, 0.91181)
H (1.81107, -3.03563, -2.94795)
H (1.80101, -1.31842, -3.28250)
H (0.61784, -2.03588, -5.30669)
H (-1.02330, -2.68596, -5.21767)
H (0.34791, -3.70218, -4.77747)
H (-1.93691, -0.96015, -3.35169)
H (-0.57688, -0.29989, -4.21854)
H (-2.68093, 1.56697, -2.77344)
H (-2.41374, 2.04566, -1.07112)
H (-3.03564, 0.42241, -1.45731)
H (-0.13299, 2.33188, -3.60491)
H (1.29309, 1.30645, -3.35900)
H (0.89841, 2.56625, -2.16812)
H (-0.41611, -4.13066, -2.28403)
H (-1.81320, -3.59117, -3.18446)
H (-1.31266, -4.90221, 0.15599)
H (-2.79616, -5.02132, -0.80231)
H (-2.84984, -4.30910, 0.81125)
H (-3.81004, -1.45907, -2.15168)
H (-4.41468, -2.29242, -0.72185)
H (-4.01002, -3.21977, -2.17766)
C (-3.10429, 1.83841, 2.46981)
C (-3.03991, 0.50174, 1.81601)
O (-3.68338, 0.11175, 0.90940)
H (-4.15698, 2.11949, 2.49823)
H (-2.58945, 2.56580, 1.83699)
H (-2.69043, 1.84768, 3.47321)
C (5.41184, 0.82728, 2.68734)
C (4.72073, 1.77178, 1.69358)
C (3.44183, 1.24004, 1.23514)
N (2.44947, 0.78595, 0.88030)
H (6.33802, 1.29050, 3.01897)
H (5.65670, -0.12439, 2.21952)
H (4.78937, 0.64766, 3.56211)
H (5.33551, 1.93060, 0.80436)
H (4.53181, 2.75211, 2.13544)

Cartesian forces, eV/Å:
Ir -0.22 -0.17 -0.20
C 0.00 -0.01 0.00
C 0.01 0.00 0.00
C -0.01 -0.02 0.00
C 0.01 0.05 0.02
N -0.02 -0.03 -0.01
C 0.00 -0.01 -0.02
C 0.07 -0.08 -0.05
C 0.00 0.03 -0.08
C 0.01 0.03 0.07
C -0.01 -0.08 0.01
C -0.07 0.09 -0.08
N 0.06 -0.05 0.12
C -0.03 0.04 0.03
C 0.00 -0.01 -0.03
C 0.02 0.01 0.02
C -0.03 0.00 0.00
C 0.00 -0.01 0.02
N -0.07 0.02 0.04
H 0.00 0.00 0.00
H 0.00 0.00 0.00
H 0.00 0.01 0.00
H 0.00 0.00 0.00
H -0.01 0.00 0.00
H 0.00 0.00 0.00
H 0.01 0.00 0.00
H 0.00 0.01 -0.01
H 0.00 0.00 -0.01
H 0.00 0.00 0.01
H -0.01 0.00 -0.01
C -0.03 0.02 -0.05
As 0.31 0.11 0.01
C 0.01 -0.04 -0.09
C -0.02 -0.05 -0.01
C -0.05 0.04 -0.08
C -0.06 -0.03 -0.03
C -0.07 -0.02 0.10
As 0.05 0.12 0.13
C 0.06 0.03 -0.04
C -0.04 -0.03 -0.04
C 0.06 0.11 0.04
As 0.00 -0.02 0.03
C 0.04 0.00 0.00
C -0.02 0.04 0.03
H 0.00 0.00 0.00
H 0.00 -0.01 0.00
H -0.01 0.01 0.01
H 0.00 0.00 0.02
H -0.03 0.01 0.00
H -0.02 0.00 0.03
H -0.03 -0.03 0.01
H 0.00 -0.02 -0.01
H 0.00 -0.01 -0.01
H 0.00 0.01 0.00
H 0.00 0.00 0.01
H 0.01 -0.05 -0.06
H 0.07 0.01 0.02
H -0.01 -0.01 0.01
H 0.01 0.00 0.01
H -0.05 -0.01 0.02
H 0.01 0.01 -0.01
H 0.02 0.01 0.02
H -0.01 0.01 0.02
H 0.01 0.01 0.03
H -0.03 -0.02 0.03
H 0.01 0.00 0.03
H 0.01 0.01 -0.03
H -0.02 -0.01 -0.04
H 0.00 -0.01 -0.01
H -0.01 0.02 -0.01
H 0.01 -0.02 0.01
C -0.09 0.01 -0.01
C 0.25 0.04 0.10
O -0.09 -0.08 -0.14
H 0.00 0.00 0.00
H -0.01 -0.01 0.01
H -0.02 0.01 0.00
C 0.00 0.00 0.01
C 0.01 0.00 -0.04
C 0.04 -0.05 0.01
N -0.03 0.05 0.12
H 0.00 0.00 -0.01
H -0.01 0.00 0.01
H 0.00 0.00 0.00
H 0.01 0.01 0.00
H -0.01 0.00 0.01

Atomic partial charges in e from the Mulliken method, atoms 1 to 8: 1.426 -0.691 -0.694 -0.675 0.573 -0.086 -0.328 -0.508


The following is a DFT calculation (the ωB97M-V functional and the def2-TZVPD basis) of a gas-phase ion, C15H20N5O3 (charge +1) in a non-equilibrium geometry.

Relative energy (zero: lowest compared OMol25 entry of this formula, charge and spin) in eV: 0.8693
Net charge: +1
2S+1: 1
Gap between HOMO and LUMO in eV: 9.7424
LUMO energy in eV: -2.29

Cartesian coordinates (Å):
C (1.82010, 3.45789, -0.69536)
C (0.76826, 2.93240, -1.29314)
C (-0.55206, 2.71087, -0.61953)
H (-1.31307, 3.37040, -1.05590)
H (-0.47515, 2.90557, 0.45593)
O (-0.92550, 1.34816, -0.84522)
C (-1.98259, 0.80911, -0.15225)
C (-2.86112, 1.55273, 0.62328)
C (-3.90243, 0.92912, 1.28915)
C (-4.07462, -0.43930, 1.19564)
C (-3.19773, -1.18480, 0.42804)
C (-2.15004, -0.58073, -0.25180)
C (-1.24849, -1.41200, -1.13167)
N (0.17645, -1.01568, -1.02798)
H (0.15225, 0.02387, -1.11644)
C (1.04725, -1.65439, -2.04176)
H (0.43492, -2.09971, -2.82372)
H (1.70711, -0.90456, -2.47490)
C (1.85988, -2.71662, -1.27948)
N (1.26219, -2.70752, 0.04712)
C (0.82953, -1.36739, 0.32864)
O (-0.04197, -1.31301, 1.37663)
C (1.91507, -0.35632, 0.55342)
N (2.58206, 0.19584, -0.42785)
O (3.49147, 0.99128, 0.11510)
N (3.42979, 0.97586, 1.45441)
C (2.46570, 0.14443, 1.78985)
N (2.14140, -0.20179, 3.04434)
H (-0.59443, -2.10789, 1.40590)
H (1.23225, -0.60124, 3.20515)
H (2.55949, 0.33604, 3.78510)
H (1.85585, -3.10673, 0.76361)
H (1.75279, -3.71411, -1.70620)
H (2.92137, -2.44667, -1.27073)
H (-1.33902, -2.47523, -0.89698)
H (-1.54156, -1.26066, -2.17567)
H (-3.33483, -2.25281, 0.34314)
H (-4.88606, -0.92471, 1.71253)
H (-4.58078, 1.52296, 1.88054)
H (-2.74973, 2.62159, 0.70145)
H (0.80312, 2.63471, -2.33181)
H (2.74674, 3.61462, -1.21760)
H (1.79615, 3.76641, 0.33701)

Cartesian forces, eV/Å:
C -0.02 0.06 0.00
C -0.36 -0.19 0.11
C 0.18 0.57 0.03
H -0.01 -0.15 0.11
H -0.05 -0.03 -0.10
O -0.13 -0.28 -0.03
C -0.33 -0.23 0.15
C 0.27 0.15 -0.18
C 0.00 -0.14 0.00
C -0.07 0.03 0.06
C 0.15 0.13 -0.13
C 0.04 0.22 -0.11
C -0.69 0.00 0.07
N 0.11 0.47 0.17
H 0.19 -0.29 0.03
C 0.44 -0.42 -0.59
H -0.06 0.11 0.09
H -0.18 -0.03 0.05
C 0.17 -0.19 -0.11
N -0.24 0.02 0.05
C 0.13 -0.37 -0.26
O 0.14 0.22 0.38
C 0.63 0.71 0.30
N -0.71 -0.59 0.05
O 0.15 0.02 -0.61
N -0.36 -0.22 1.34
C 0.34 0.23 -1.47
N -0.06 -0.14 0.68
H 0.11 -0.02 -0.11
H 0.05 0.12 0.02
H -0.07 -0.04 0.07
H -0.03 0.13 0.08
H 0.05 0.13 -0.09
H -0.12 0.01 -0.02
H 0.06 0.07 -0.08
H 0.22 -0.09 0.04
H -0.01 -0.16 -0.01
H -0.09 -0.05 0.06
H -0.07 0.07 0.06
H 0.04 0.12 0.00
H 0.08 0.02 -0.20
H 0.17 0.04 -0.15
H -0.05 0.02 0.24

Atomic partial charges in e from the natural (NBO) method, atoms 1 to 8: -0.334 -0.235 -0.105 0.202 0.193 -0.561 0.377 -0.285


The following is a DFT calculation (the ωB97M-V functional and the def2-TZVPD basis) of a single C3H8O molecule.

Relative energy (zero: lowest compared OMol25 entry of this formula, charge and spin) in eV: 0.3597
2S+1: 1
Gap between HOMO and LUMO in eV: 11.3475
LUMO energy in eV: 1.14

Cartesian coordinates (Å):
C (0.03012, 0.41528, -1.03405)
O (1.08057, 1.15687, -1.65534)
C (0.39295, -0.14659, 0.32211)
C (-0.83281, -0.63671, 1.11301)
H (-0.83491, 1.06443, -0.97206)
H (-0.22864, -0.39487, -1.72177)
H (1.84279, 1.23218, -1.06434)
H (1.10116, -0.95620, 0.20664)
H (0.93118, 0.61726, 0.88510)
H (-0.75210, -1.68546, 1.40049)
H (-1.00077, -0.06757, 2.01703)
H (-1.72956, -0.59862, 0.50317)

Cartesian forces, eV/Å:
C 0.39 -0.04 -0.40
O 0.29 -0.02 0.13
C -0.11 0.04 0.32
C 0.13 -0.42 -0.24
H -0.27 0.23 0.19
H -0.08 -0.07 0.06
H -0.38 -0.10 -0.10
H 0.22 -0.27 -0.17
H -0.09 0.19 0.10
H 0.20 0.03 0.07
H -0.08 0.20 0.13
H -0.22 0.22 -0.10

Atomic partial charges in e from the natural (NBO) method, atoms 1 to 8: -0.049 -0.726 -0.433 -0.611 0.161 0.165 0.465 0.202


no.,electronic energy (Eh)
1,-687.9133
2,-1921.1547
3,-8313.8831
4,-1082.7714
5,-194.3227